No. 1
{"formula": "C34H31CoFN8O3S2Se", "method": "the ωB97M-V functional and the def2-TZVPD basis", "species": ["Co", "C", "C", "C", "C", "C", "C", "N", "N", "C", "C", "C", "C", "C", "N", "H", "H", "H", "H", "H", "H", "H", "H", "H", "C", "N", "C", "C", "N", "C", "S", "H", "H", "H", "H", "H", "H", "N", "C", "C", "C", "C", "C", "C", "S", "O", "O", "O", "H", "H", "H", "H", "H", "H", "F", "C", "C", "C", "C", "C", "C", "C", "H", "H", "H", "H", "H", "H", "Se", "N", "C", "C", "C", "C", "C", "C", "N", "H", "H", "H", "H"], "coordinates": [[-0.02965, -0.01739, -0.09612], [-2.59017, -0.28649, 5.23470], [-2.99845, -0.03917, 3.93472], [-2.04917, 0.11073, 2.93306], [-0.70095, 0.02703, 3.24271], [-0.28286, -0.21974, 4.54971], [-1.23157, -0.37961, 5.53919], [0.20132, 0.22296, 2.14391], [1.37844, 0.37787, 2.47537], [2.26345, 0.70771, 1.40516], [3.55770, 1.02438, 1.75343], [4.40446, 1.52155, 0.77213], [3.90975, 1.69284, -0.50430], [2.59915, 1.31924, -0.77108], [1.79890, 0.81336, 0.16047], [-3.32836, -0.40984, 6.01694], [-4.05027, 0.03668, 3.69188], [-2.35193, 0.29588, 1.90985], [0.77369, -0.28211, 4.76949], [-0.91721, -0.57413, 6.55632], [3.85828, 0.91559, 2.78657], [5.42097, 1.80472, 1.01269], [4.51557, 2.11753, -1.29217], [2.16834, 1.44305, -1.75708], [-2.31061, -1.41866, -4.28558], [-1.27825, -2.37616, -3.91744], [-1.45213, -3.75495, -3.92343], [-0.28098, -4.30857, -3.57291], [0.59650, -3.25515, -3.36567], [-0.00336, -2.05716, -3.56861], [0.66640, -0.51744, -3.39287], [-2.71292, -1.67362, -5.26385], [-1.85466, -0.43387, -4.32616], [-3.10897, -1.41882, -3.54485], [-2.39628, -4.20812, -4.17054], [0.00958, -5.33824, -3.46192], [1.55317, -3.32624, -3.06242], [-0.81277, 1.79837, -0.44815], [0.03936, 2.97658, -0.35052], [0.52525, 3.37013, 0.88586], [1.41167, 4.43165, 0.96763], [1.81128, 5.10124, -0.18520], [1.29791, 4.71439, -1.41707], [0.40201, 3.65354, -1.49841], [2.87128, 6.54422, -0.05009], [3.52196, 6.62590, -1.34695], [1.91997, 7.60851, 0.22406], [3.75440, 6.22147, 1.05955], [-1.22177, 1.76421, -1.37596], [-1.59649, 1.86269, 0.19691], [0.21866, 2.84284, 1.78192], [1.82552, 4.74539, 1.91877], [1.62467, 5.24625, -2.30220], [0.02156, 3.32596, -2.46344], [-6.67626, 0.06033, 1.67531], [-5.50923, -0.16251, 1.03249], [-5.01975, 0.79165, 0.16885], [-3.81300, 0.54772, -0.48254], [-3.06801, -0.61688, -0.26603], [-1.73051, -0.83500, -0.89908], [-3.63626, -1.56490, 0.59403], [-4.84394, -1.35159, 1.24286], [-5.57987, 1.70233, -0.00235], [-3.45725, 1.28671, -1.19348], [-1.69150, -0.36238, -1.88185], [-1.56043, -1.90542, -1.03597], [-3.12049, -2.50469, 0.75542], [-5.27170, -2.09641, 1.90308], [-0.23096, -2.86826, 1.33537], [0.70252, -1.84493, 0.20258], [1.76561, -2.55349, -0.16304], [2.79579, -2.13978, -1.07328], [3.82020, -2.98590, -1.32745], [3.91331, -4.29122, -0.72354], [2.97294, -4.72756, 0.13832], [1.86802, -3.86488, 0.45014], [0.90676, -4.19736, 1.28649], [2.72784, -1.18735, -1.56593], [4.59578, -2.67080, -2.01562], [4.75513, -4.92528, -0.97005], [3.02385, -5.70112, 0.60732]], "forces_ev_per_angstrom": [[-0.2, 0.0, -0.6], [0.0, 0.0, 0.0], [0.0, 0.0, 0.0], [0.0, 0.1, 0.0], [-0.1, -0.1, -0.2], [0.2, 0.0, -0.1], [-0.1, 0.0, 0.0], [-0.4, 0.1, 0.1], [0.7, 0.1, 0.0], [0.0, 0.0, 0.2], [0.1, 0.1, 0.2], [0.1, 0.0, 0.1], [-0.1, 0.0, -0.1], [0.0, 0.0, -0.1], [-0.1, -0.4, 0.2], [0.0, 0.0, 0.0], [0.0, 0.0, 0.0], [0.0, 0.0, 0.1], [0.0, 0.0, 0.0], [0.0, 0.0, 0.0], [0.0, 0.0, 0.0], [0.0, 0.0, 0.0], [0.0, 0.0, 0.0], [0.1, -0.1, 0.0], [0.1, -0.1, 0.0], [-0.1, 0.0, -0.2], [-0.1, 0.2, 0.0], [0.2, 0.1, 0.0], [0.2, -0.1, 0.1], [-0.3, 0.0, 0.1], [0.1, -0.1, -0.1], [0.0, 0.0, 0.0], [0.0, 0.0, 0.0], [0.0, 0.0, 0.0], [0.0, 0.0, 0.0], [0.0, 0.1, 0.0], [0.1, 0.0, 0.0], [0.0, 0.0, 0.0], [-0.4, -0.1, 0.1], [0.0, 0.1, 0.1], [0.1, -0.1, -0.1], [-0.3, -0.1, -0.1], [0.1, 0.0, 0.1], [0.1, -0.1, -0.2], [0.1, 0.2, 0.0], [0.0, -0.1, 0.0], [0.1, -0.1, 0.0], [0.0, -0.1, 0.0], [0.0, 0.0, -0.1], [0.0, 0.1, 0.0], [0.0, 0.0, 0.0], [-0.1, 0.0, 0.0], [0.0, 0.0, 0.0], [0.0, 0.0, 0.0], [0.0, 0.0, 0.0], [0.0, 0.0, 0.0], [0.1, 0.1, -0.1], [-0.1, 0.1, 0.0], [0.1, 0.0, -0.2], [-0.2, 0.2, 0.6], [0.0, -0.1, 0.0], [0.1, -0.1, 0.0], [0.0, 0.0, 0.0], [0.0, 0.0, 0.0], [0.0, 0.0, 0.0], [0.0, 0.0, -0.1], [0.0, 0.0, 0.0], [0.0, 0.0, 0.0], [-0.3, 0.2, 0.2], [0.3, -0.5, 0.0], [0.2, 0.1, 0.0], [-0.1, 0.0, 0.1], [0.1, -0.2, 0.0], [0.1, 0.1, -0.1], [-0.1, 0.0, 0.1], [0.2, 0.0, -0.1], [0.0, -0.1, -0.1], [-0.1, 0.2, 0.0], [0.0, 0.0, 0.0], [0.0, 0.0, 0.0], [0.0, 0.0, 0.0]], "lowdin_spin": [1.04, 0.00, 0.00, 0.00, 0.00, 0.00, 0.00, 0.03, 0.00, 0.00, 0.00, 0.00, 0.00, 0.00, 0.00, 0.00, 0.00, 0.00, 0.00, 0.00, 0.00, 0.00, 0.00, 0.00, 0.00, 0.00, 0.00, 0.00, 0.00, 0.00, 0.01, 0.00, 0.00, 0.00, 0.00, 0.00, 0.00, -0.01, 0.00, 0.00, 0.00, 0.00, 0.00, 0.00, 0.00, 0.00, 0.00, 0.00, 0.00, 0.00, 0.00, 0.00, 0.00, 0.00, 0.00, -0.01, 0.00, -0.01, 0.00, -0.04, -0.01, 0.00, 0.00, 0.00, 0.00, 0.00, 0.00, 0.00, 0.00, -0.01, 0.00, 0.00, 0.00, 0.00, 0.00, 0.00, 0.00, 0.00, 0.00, 0.00, 0.00], "max_force_ev_per_a": 0.727, "homo_lumo_gap_ev": [5.2899, 5.2815], "multiplicity": 2, "relative_energy_kcal_mol": 4.6}

***

No. 2
{"formula": "C34H31GeKN3O5", "method": "the ωB97M-V functional and the def2-TZVPD basis", "species": ["K", "O", "C", "C", "C", "N", "C", "C", "C", "O", "O", "C", "O", "O", "H", "H", "H", "C", "C", "C", "C", "C", "C", "C", "C", "C", "C", "N", "C", "C", "C", "C", "C", "N", "H", "H", "H", "H", "H", "H", "H", "H", "H", "H", "H", "H", "H", "H", "H", "H", "H", "Ge", "C", "C", "C", "C", "C", "C", "C", "C", "C", "C", "C", "C", "H", "H", "H", "H", "H", "H", "H", "H", "H", "H", "H"], "coordinates": [[0.27228, 1.12225, 2.20610], [4.35630, 4.45174, -2.07586], [3.57089, 3.73406, -1.21801], [3.17859, 2.43193, -1.50213], [2.38831, 1.77907, -0.57231], [1.99097, 2.34509, 0.56405], [2.35288, 3.60424, 0.82364], [3.15040, 4.33774, -0.04296], [1.81283, 4.24153, 2.13050], [2.12626, 5.42923, 2.30617], [1.11096, 3.48895, 2.84567], [1.87746, 0.36487, -0.86705], [2.00297, -0.08757, -2.00072], [1.31934, -0.19845, 0.13968], [4.55344, 3.90023, -2.84001], [3.45134, 1.92190, -2.41843], [3.41506, 5.35381, 0.21091], [-1.19031, 3.68897, -2.71192], [-0.45090, 3.23229, -1.45346], [-1.30299, 3.32189, -0.21033], [-1.56068, 4.59085, 0.30555], [-2.32655, 4.77486, 1.43850], [-2.85922, 3.67037, 2.08566], [-2.61205, 2.38718, 1.62427], [-3.19752, 1.20231, 2.35436], [-4.30055, 0.48533, 1.57374], [-1.82894, 2.21015, 0.46693], [-1.47582, 0.87835, 0.12712], [-1.66834, 0.47822, -1.06940], [-1.30825, -0.79352, -1.64300], [-1.70671, -1.16943, -2.91599], [-1.26894, -2.48637, -3.12617], [-0.62746, -2.86353, -1.96674], [-0.63711, -1.84916, -1.05723], [-0.53400, 3.63723, -3.58226], [-1.54074, 4.71768, -2.60815], [-2.06472, 3.06488, -2.90961], [0.42541, 3.86929, -1.30903], [-0.07508, 2.22267, -1.60050], [-1.11301, 5.44888, -0.18356], [-2.48300, 5.76984, 1.83371], [-3.45320, 3.80111, 2.98335], [-3.60280, 1.55626, 3.30535], [-2.41796, 0.47597, 2.60663], [-5.10367, 1.18153, 1.32528], [-4.72593, -0.33021, 2.16234], [-3.91276, 0.06662, 0.64640], [-2.18198, 1.12535, -1.78947], [-2.26603, -0.54313, -3.59402], [-1.39953, -3.09527, -4.00551], [-0.15424, -3.80334, -1.72787], [0.45027, -2.14523, 0.50441], [2.20492, -2.91682, 0.13294], [2.88020, -3.55028, 1.17513], [4.11603, -4.14773, 0.96727], [4.68686, -4.13019, -0.29743], [4.02194, -3.50565, -1.34340], [2.79101, -2.89833, -1.13042], [-0.60586, -3.78689, 1.01505], [-1.87665, -3.60971, 1.56531], [-2.67165, -4.68753, 1.92548], [-2.20516, -5.98366, 1.74129], [-0.94540, -6.18434, 1.19853], [-0.15666, -5.09419, 0.84185], [0.30493, -1.42380, 1.87148], [2.43637, -3.58635, 2.16550], [4.63074, -4.62861, 1.79044], [5.65002, -4.59691, -0.46507], [4.46720, -3.47951, -2.33065], [2.29906, -2.37405, -1.94011], [-2.26133, -2.60237, 1.70977], [-3.65548, -4.51914, 2.34798], [-2.82137, -6.83028, 2.01904], [-0.57241, -7.19131, 1.05089], [0.82765, -5.27182, 0.42048]], "forces_ev_per_angstrom": [[0.3, 0.2, 0.2], [0.0, 0.0, 0.0], [0.0, 0.0, 0.0], [0.0, 0.0, 0.0], [0.0, 0.0, 0.0], [0.1, 0.0, -0.1], [-0.1, -0.1, 0.0], [0.0, 0.0, -0.1], [0.1, 0.2, -0.1], [0.0, -0.1, 0.0], [-0.1, -0.1, 0.1], [-0.1, 0.2, 0.1], [0.0, 0.0, 0.0], [0.0, -0.2, -0.1], [0.0, 0.0, 0.0], [0.0, 0.0, 0.0], [0.0, 0.0, 0.0], [0.0, 0.0, 0.0], [0.0, 0.0, 0.0], [0.0, 0.0, 0.0], [0.0, 0.0, 0.0], [0.0, 0.0, 0.0], [0.0, 0.0, 0.0], [0.0, 0.0, -0.1], [0.0, 0.0, 0.0], [0.0, 0.0, 0.0], [-0.1, -0.1, 0.0], [-0.2, -0.1, -0.2], [0.1, 0.0, 0.1], [0.0, 0.0, 0.1], [0.0, 0.0, 0.0], [0.0, 0.0, 0.0], [0.0, 0.0, 0.0], [0.0, 0.1, -0.1], [0.0, 0.0, 0.0], [0.0, 0.0, 0.0], [0.0, 0.0, 0.0], [0.0, 0.0, 0.0], [0.0, 0.0, 0.0], [0.0, 0.0, 0.0], [0.0, 0.0, 0.0], [0.0, 0.0, 0.0], [0.0, 0.0, 0.0], [0.0, 0.0, -0.1], [0.0, 0.0, 0.0], [0.0, 0.0, 0.0], [0.0, 0.0, 0.0], [0.0, 0.0, 0.0], [0.0, 0.0, 0.0], [0.0, 0.0, 0.0], [0.0, 0.0, 0.0], [0.1, 0.1, 0.1], [0.0, -0.1, 0.0], [0.0, 0.0, 0.0], [0.0, 0.0, 0.0], [0.0, 0.0, 0.0], [0.0, 0.0, 0.0], [0.0, 0.0, 0.0], [0.0, 0.0, 0.0], [0.0, 0.0, 0.0], [0.0, 0.0, 0.0], [0.0, 0.0, 0.0], [0.0, 0.0, 0.0], [0.0, 0.0, 0.0], [-0.2, -0.1, -0.2], [0.0, 0.0, 0.0], [0.0, 0.0, 0.0], [0.0, 0.0, 0.0], [0.0, 0.0, 0.0], [0.0, 0.0, 0.0], [0.0, 0.0, 0.0], [0.0, 0.0, 0.0], [0.0, 0.0, 0.0], [0.0, 0.0, 0.0], [0.0, 0.0, 0.0]], "mulliken_charge": [1.01, -0.58, 1.16, -0.39, -0.55, 0.27, -0.04, -0.69, 0.19, -0.79, -0.70, 0.25, -0.75, -0.49, 0.29, 0.43, 0.54, -1.70, -0.01, 0.80, -0.55, -1.16, -0.66, 1.57, -0.57, -1.15, -0.86, 0.94, -0.44, -0.12, -0.72, -1.34, -0.24, 1.01, 0.47, 0.38, 0.36, 0.19, -0.26, 0.45, 0.37, 0.38, 0.49, 0.01, 0.35, 0.37, 0.20, 0.20, 0.52, 0.46, 0.52, 1.47, -0.11, -0.34, -0.54, -0.45, -0.84, 0.07, -0.18, -0.81, -0.68, -0.41, -0.75, 0.00, -0.47, 0.37, 0.38, 0.36, 0.40, 0.37, 0.35, 0.40, 0.36, 0.37, 0.27], "max_force_ev_per_a": 0.458, "homo_lumo_gap_ev": 7.6686, "relative_energy_kcal_mol": 2.5, "charge": -1}